C11H15CrNP | the ωB97M-V functional and the def2-TZVPD basis

Properties
Spin multiplicity = 5
HOMO level (alpha / beta) = -0.0164 / -0.0603 Eh
ΔE to the lowest compared entry with this formula, charge and spin = 35.3 kJ/mol
Electronic energy = -50844.9950 eV
Charge = -1

Cartesian coordinates (Å):
C (0.960, 0.435, -2.833)
C (0.104, -0.052, -3.836)
C (-0.554, -1.311, -3.895)
C (-0.359, -2.328, -2.908)
C (0.408, -2.188, -1.737)
Cr (-0.165, -0.328, -1.470)
P (-0.099, 1.966, -0.797)
H (1.583, 1.349, -2.905)
H (0.117, 0.538, -4.750)
H (-0.884, -1.628, -4.897)
H (0.625, -3.065, -1.102)
H (-0.689, -3.315, -3.231)
H (-1.157, 2.491, -0.002)
H (0.078, 2.990, -1.798)
H (1.149, 2.080, -0.087)
N (-0.409, -1.055, 0.641)
C (-0.183, -0.288, 1.834)
C (1.118, -0.017, 2.242)
C (1.283, 0.765, 3.387)
C (0.196, 1.279, 4.081)
C (-1.097, 0.976, 3.647)
C (-1.304, 0.190, 2.506)
H (0.277, -1.807, 0.524)
H (-1.314, -1.518, 0.748)
H (1.961, -0.354, 1.635)
H (2.286, 0.982, 3.726)
H (0.340, 1.854, 4.997)
H (-1.964, 1.344, 4.183)
H (-2.307, 0.014, 2.098)



C11H15F6IrN5O6S2Se | the ωB97M-V functional and the def2-TZVPD basis

Properties
HOMO level (alpha / beta) = -0.4262 / -0.4262 Eh
ΔE to the lowest compared entry with this formula, charge and spin = 98.4 kJ/mol
Electronic energy = -137536.0913 eV
Charge = +1

Cartesian coordinates (Å):
Ir (0.049, 0.435, -0.167)
C (0.269, 4.066, 2.042)
C (0.288, 3.000, 1.005)
N (0.193, 1.753, 1.288)
O (0.064, 1.407, 2.603)
C (0.362, 3.243, -0.405)
C (0.081, 4.534, -1.089)
N (0.640, 2.151, -1.066)
O (0.728, 2.112, -2.312)
H (0.879, 3.770, 2.893)
H (-0.752, 4.199, 2.407)
H (0.629, 5.007, 1.636)
H (-0.285, 0.501, 2.599)
H (-0.613, 5.132, -0.501)
H (-0.349, 4.320, -2.067)
H (0.992, 5.113, -1.257)
F (-1.366, -3.645, 1.523)
C (-2.442, -3.048, 1.022)
F (-3.350, -2.891, 1.958)
F (-2.915, -3.767, 0.020)
S (-1.860, -1.419, 0.395)
O (-0.809, -1.757, -0.592)
O (-1.295, -0.724, 1.546)
N (-3.131, -0.802, -0.241)
S (-3.081, 0.656, -0.858)
O (-4.351, 1.275, -0.911)
O (-1.960, 1.442, -0.274)
C (-2.585, 0.408, -2.627)
F (-1.321, -0.034, -2.699)
F (-3.371, -0.471, -3.214)
F (-2.651, 1.578, -3.236)
C (3.211, 0.424, -3.181)
N (2.770, -0.957, -2.978)
C (2.737, -1.914, -3.961)
C (2.289, -3.056, -3.393)
N (2.048, -2.782, -2.071)
C (1.519, -3.746, -1.104)
C (2.317, -1.486, -1.829)
Se (2.273, -0.641, -0.134)
H (3.713, 0.483, -4.143)
H (3.897, 0.706, -2.387)
H (2.359, 1.093, -3.170)
H (3.052, -1.706, -4.968)
H (2.139, -4.033, -3.815)
H (1.548, -4.733, -1.555)
H (0.498, -3.487, -0.849)
H (2.126, -3.734, -0.204)



C11H15FN5OPdS2 | the ωB97M-V functional and the def2-TZVPD basis

Properties
HOMO level = -0.1578 Eh
ΔE to the lowest compared entry with this formula, charge and spin = 63.5 kJ/mol
Electronic energy = -49018.4044 eV
Charge = -1

Cartesian coordinates (Å):
Pd (0.466, -0.342, -0.711)
N (-1.565, -2.267, -4.036)
C (-1.079, -1.832, -2.818)
S (0.351, -0.830, -2.905)
N (-1.726, -2.203, -1.762)
N (-1.177, -1.687, -0.602)
C (-1.727, -2.044, 0.490)
C (-1.304, -1.637, 1.822)
C (-1.994, -2.242, 2.882)
C (-1.719, -1.981, 4.206)
C (-0.703, -1.068, 4.495)
C (-0.005, -0.452, 3.486)
C (-0.273, -0.697, 2.115)
O (0.432, -0.025, 1.255)
H (-0.894, -2.287, -4.785)
H (-2.156, -3.080, -3.968)
H (-2.579, -2.721, 0.422)
H (-2.779, -2.946, 2.628)
H (-2.274, -2.469, 4.996)
H (-0.456, -0.838, 5.526)
H (0.783, 0.258, 3.705)
F (-0.914, 1.415, -0.908)
C (1.211, 2.513, -2.663)
N (2.341, 1.783, -2.064)
C (2.261, 1.197, -0.819)
S (2.877, -0.406, -0.622)
N (2.002, 1.987, 0.245)
C (1.442, 3.319, 0.144)
H (0.994, 2.063, -3.632)
H (1.456, 3.567, -2.811)
H (0.311, 2.382, -2.052)
H (2.768, 1.129, -2.701)
H (1.685, 1.447, 1.044)
H (1.975, 3.890, -0.616)
H (1.593, 3.818, 1.102)
H (0.376, 3.286, -0.090)



C11H15N | the ωB97M-V functional and the def2-TZVPD basis

Properties
HOMO level = -0.2936 Eh
ΔE to the lowest compared entry with this formula, charge and spin = 55.2 kJ/mol
Electronic energy = -13140.2188 eV
Charge = 0
SMILES string = Cc1c[nH]c2ccccc12.CC

Cartesian coordinates (Å):
C (-2.353, -1.110, -0.635)
C (-2.356, -0.837, -2.121)
H (-2.954, -0.409, -0.054)
H (-2.689, -2.128, -0.426)
H (-1.339, -1.017, -0.239)
H (-1.746, -0.001, -2.456)
H (-3.289, -0.531, -2.613)
H (-1.936, -1.707, -2.633)
C (2.207, -1.679, 1.830)
C (0.446, 1.447, 0.795)
C (1.260, 0.347, 0.518)
C (1.446, -0.394, 1.747)
C (0.755, 0.279, 2.691)
C (-0.195, 2.189, -0.197)
C (0.119, 1.849, -1.500)
C (1.476, -0.016, -0.815)
C (0.960, 0.784, -1.812)
N (0.133, 1.412, 2.166)
H (0.255, 2.258, 2.705)
H (-0.860, 3.014, 0.015)
H (0.621, 0.074, 3.740)
H (-0.352, 2.482, -2.237)
H (1.959, -0.938, -1.122)
H (2.013, -2.261, 2.728)
H (3.276, -1.461, 1.892)
H (1.072, 0.566, -2.863)
H (2.072, -2.210, 0.897)



C11H15N | the ωB97M-V functional and the def2-TZVPD basis

Properties
HOMO level = -0.2882 Eh
ΔE to the lowest compared entry with this formula, charge and spin = 47.6 kJ/mol
Electronic energy = -13140.2982 eV
Charge = 0
SMILES string = Cc1c[nH]c2ccccc12.CC

Cartesian coordinates (Å):
C (-0.595, -0.182, 3.091)
C (0.405, 1.049, 1.021)
C (-0.697, 0.412, 1.721)
C (-0.148, 1.586, -0.162)
C (-1.789, 0.522, 0.927)
C (1.773, 1.112, 1.288)
C (2.561, 1.719, 0.329)
C (2.018, 2.351, -0.797)
C (0.679, 2.196, -1.102)
N (-1.457, 1.202, -0.239)
H (2.185, 0.702, 2.202)
H (3.636, 1.737, 0.455)
H (2.688, 2.727, -1.556)
H (-1.146, 0.463, 3.785)
H (0.393, -0.034, 3.522)
H (-2.728, -0.007, 1.018)
H (-2.087, 1.508, -0.967)
H (0.272, 2.631, -2.000)
H (-1.022, -1.176, 3.177)
C (-0.829, -1.843, -2.109)
C (-0.421, -3.288, -1.850)
H (-0.686, -1.203, -1.247)
H (-0.313, -1.402, -2.967)
H (-1.898, -1.777, -2.338)
H (0.621, -3.456, -2.132)
H (-1.054, -4.052, -2.292)
H (-0.358, -3.497, -0.776)



C11H15N | the ωB97M-V functional and the def2-TZVPD basis

Properties
HOMO level = -0.2766 Eh
ΔE to the lowest compared entry with this formula, charge and spin = 263.1 kJ/mol
Electronic energy = -13138.0640 eV
Charge = 0
SMILES string = Cc1c[nH]c2ccccc12.CC

Cartesian coordinates (Å):
C (2.238, 3.320, -0.358)
C (2.345, 1.830, -0.036)
H (2.196, 3.978, 0.540)
H (2.951, 3.650, -1.093)
H (1.242, 3.435, -0.695)
H (2.610, 1.732, 1.020)
H (1.540, 1.281, -0.339)
H (3.237, 1.289, -0.405)
C (-2.363, 1.259, 0.207)
C (-0.122, -1.655, 0.546)
C (-1.214, -0.932, -0.088)
C (-1.289, 0.361, 0.532)
C (-0.107, 0.526, 1.313)
C (-0.464, -3.667, -0.705)
C (0.333, -2.971, 0.246)
C (-1.498, -3.032, -1.369)
C (-1.777, -1.749, -1.032)
N (0.417, -0.736, 1.553)
H (-0.341, -4.820, -0.937)
H (1.131, -3.467, 0.887)
H (-2.051, -3.641, -2.126)
H (-2.442, -1.107, -1.744)
H (1.243, -0.909, 2.020)
H (0.253, 1.526, 1.755)
H (-2.007, 2.067, -0.236)
H (-2.968, 1.642, 1.046)
H (-3.092, 0.788, -0.501)